Model i:
Computed, not measured: a 2-piece molecular cluster, C4H12N3O overall, with wB97M-V/def2-TZVPD.

The geometry in ORCA input format:
```
! RIJCOSX wB97M-V def2-TZVPD def2/J DEFGRID3
* xyz 2 2
C 2.244 1.994 -0.711
N 2.775 1.354 -1.812
C 2.156 0.221 -2.439
O 1.308 1.555 -0.074
H 2.691 2.975 -0.506
H 3.454 1.881 -2.369
H 1.887 -0.508 -1.679
H 2.847 -0.228 -3.150
H 1.245 0.527 -2.969
C -0.917 0.048 0.567
N -2.144 -0.657 0.999
C -2.120 -1.848 1.544
N -3.156 -2.445 2.075
H -1.112 1.108 0.669
H -0.668 -0.217 -0.456
H -0.117 -0.223 1.247
H -3.021 -0.154 0.954
H -1.212 -2.437 1.445
H -4.022 -1.950 2.238
H -3.121 -3.405 2.384
*
```

Computed properties:
HOMO (alpha / beta)	-17.78 / -17.78	eV
LUMO (alpha / beta)	-7.0582 / -12.3555	eV
⟨S²⟩	0.78

Model ii:
Computed, not measured: an isolated ion of composition C4H12N3O and charge +2, with wB97M-V/def2-TZVPD.

The geometry in ORCA input format:
```
! RIJCOSX wB97M-V def2-TZVPD def2/J DEFGRID3
* xyz 2 2
N -3.199 0.161 0.234
C -2.177 0.423 -0.707
C -0.799 -0.186 -0.148
N 0.263 0.281 -1.023
C 1.516 -0.431 -1.061
C 2.244 -0.764 0.346
N 2.514 0.368 1.136
O -0.577 0.127 1.127
H -3.996 -0.461 0.045
H -0.914 -1.271 -0.322
H -2.891 -0.056 1.197
H -2.367 -0.024 -1.675
H -2.074 1.513 -0.826
H 0.446 1.256 -0.780
H 1.484 -1.365 -1.612
H 2.220 0.232 -1.556
H 3.171 -1.234 0.044
H 1.598 -1.445 0.919
H 3.403 0.395 1.637
H 1.702 0.698 1.659
*
```

Computed properties:
HOMO (alpha / beta)	-18.45 / -18.65	eV
LUMO (alpha / beta)	-11.0892 / -11.9504	eV
⟨S²⟩	1.70

Most stable: model i. Least stable: model ii.

Model i:
Computed, not measured: a 2-piece molecular cluster, C5H11O3 overall, with wB97M-V/def2-TZVPD.

The geometry in ORCA input format:
```
! RIJCOSX wB97M-V def2-TZVPD def2/J DEFGRID3
* xyz -1 1
C -0.422 0.723 2.270
C -1.551 1.603 1.523
O 0.438 0.164 1.427
H -0.115 1.369 3.189
H -0.960 -0.186 2.788
H -1.845 1.451 0.482
H 0.707 0.776 0.625
H -1.249 2.623 1.605
H -2.640 1.403 1.771
C 1.372 -1.343 -1.395
C -0.133 -1.709 -1.403
C 1.369 0.164 -1.804
O 1.281 0.372 -3.020
O 1.693 0.962 -0.871
H 1.801 -1.420 -0.432
H 1.876 -1.833 -2.172
H -0.248 -1.481 -2.475
H -0.876 -0.989 -1.068
H -0.499 -2.648 -1.041
*
```

Computed properties:
HOMO	-4.27	eV
LUMO	3.7946	eV

Model ii:
Computed, not measured: a 2-piece molecular cluster, C5H11O3 overall, with wB97M-V/def2-TZVPD.

The geometry in ORCA input format:
```
! RIJCOSX wB97M-V def2-TZVPD def2/J DEFGRID3
* xyz -1 1
O 0.358 -2.549 2.228
C 0.022 -1.692 1.450
C -0.518 -1.917 0.072
C -0.284 -0.603 -0.748
C -0.852 0.728 -0.153
C -0.235 2.053 -0.740
O 0.934 2.486 -0.249
H -0.004 -0.617 1.621
H -1.633 -2.118 0.046
H -0.109 -2.805 -0.421
H -0.627 -0.770 -1.805
H 0.797 -0.534 -0.770
H -1.966 0.769 -0.475
H -0.790 0.727 0.922
H -0.216 1.880 -1.799
H -1.073 2.737 -0.578
H 2.362 0.118 0.046
H 1.627 1.506 0.507
O 2.208 0.603 0.845
*
```

Computed properties:
HOMO	-3.66	eV
LUMO	3.7626	eV

Model iii:
Computed, not measured: a 2-piece molecular cluster, C5H11O3 overall, with wB97M-V/def2-TZVPD.

The geometry in ORCA input format:
```
! RIJCOSX wB97M-V def2-TZVPD def2/J DEFGRID3
* xyz -1 1
C -1.290 1.286 0.186
C -2.502 1.997 0.692
C -0.246 2.194 -0.512
O -0.569 3.434 -0.511
O 0.714 1.600 -1.064
H -0.724 0.780 0.976
H -1.645 0.538 -0.494
H -2.967 2.676 -0.124
H -2.122 2.699 1.554
H -3.277 1.323 1.003
C 1.443 -1.603 0.130
C 1.624 -3.131 -0.262
O 2.366 -0.852 -0.663
H 0.388 -1.203 -0.045
H 1.693 -1.451 1.208
H 0.766 -3.658 -0.259
H 1.964 -0.040 -0.941
H 2.373 -3.480 0.445
H 2.010 -3.108 -1.318
*
```

Computed properties:
HOMO	-4.29	eV
LUMO	3.6983	eV

Most stable: model iii. Least stable: model ii.

Model i:
Computed, not measured: a 2-piece molecular cluster, C5H11O3 overall, with wB97M-V/def2-TZVPD.

The geometry in ORCA input format:
```
! RIJCOSX wB97M-V def2-TZVPD def2/J DEFGRID3
* xyz -1 1
C -0.078 1.117 -2.025
C -1.200 1.379 -3.022
C -0.338 1.943 -0.735
O -0.212 3.175 -0.840
O -0.589 1.280 0.311
H 0.000 0.046 -1.831
H 0.904 1.446 -2.372
H -1.045 0.888 -3.983
H -1.420 2.433 -3.169
H -2.118 0.921 -2.665
C 0.231 -1.959 2.630
C 1.599 -1.473 2.163
O -0.765 -1.848 1.618
H 0.279 -3.026 2.839
H -0.060 -1.412 3.528
H 1.724 -1.621 1.089
H -0.946 -0.900 1.501
H 2.366 -2.004 2.732
H 1.669 -0.385 2.230
*
```

Computed properties:
HOMO	-4.08	eV
LUMO	3.6748	eV

Model ii:
Computed, not measured: a 2-piece molecular cluster, C5H11O3 overall, with wB97M-V/def2-TZVPD.

The geometry in ORCA input format:
```
! RIJCOSX wB97M-V def2-TZVPD def2/J DEFGRID3
* xyz -1 1
C 1.290 -0.880 -0.559
C 2.514 -0.945 -1.478
C 1.409 0.374 0.339
O 0.145 -0.866 -1.348
H 1.279 -1.789 0.058
H 3.418 -0.569 -1.001
H 0.547 0.423 0.997
H 2.354 0.305 0.880
H 1.363 1.227 -0.342
H -0.517 -0.166 -1.085
H 2.312 -0.358 -2.376
H 2.737 -1.943 -1.891
C -2.849 1.004 1.706
C -2.504 0.311 0.360
O -3.174 -0.670 0.018
O -1.555 0.881 -0.263
H -3.496 1.861 1.477
H -1.922 1.445 2.077
H -3.352 0.359 2.428
*
```

Computed properties:
HOMO	-4.49	eV
LUMO	3.9063	eV

Most stable: model ii. Least stable: model i.

Model i:
Computed, not measured: C6H8LiO6Tl as an isolated structure, with wB97M-V/def2-TZVPD.

The geometry in ORCA input format:
```
! RIJCOSX wB97M-V def2-TZVPD def2/J DEFGRID3
* xyz 0 1
Li -0.161 -1.475 -0.403
O -0.247 0.381 0.443
O -2.370 1.326 0.135
C -3.050 0.319 0.883
C -2.964 -0.889 -0.041
O -1.849 -0.580 -0.892
C -1.336 0.744 -0.581
H -2.541 0.138 1.841
H -4.077 0.654 1.068
H -3.861 -1.001 -0.666
H -2.787 -1.828 0.501
Tl -0.166 2.285 -2.162
O 1.213 1.780 -0.612
O 1.904 0.510 1.144
C 3.163 0.144 0.620
C 2.813 -0.827 -0.526
O 1.461 -0.540 -0.812
C 1.050 0.688 0.038
H 3.693 1.027 0.229
H 3.753 -0.323 1.416
H 2.912 -1.877 -0.216
H 3.448 -0.657 -1.408
*
```

Computed properties:
HOMO	-7.44	eV
LUMO	-0.4480	eV

Model ii:
Computed, not measured: C6H8LiO6Tl as an isolated structure, with wB97M-V/def2-TZVPD.

The geometry in ORCA input format:
```
! RIJCOSX wB97M-V def2-TZVPD def2/J DEFGRID3
* xyz 0 1
O 2.363 -1.596 0.612
C 1.494 -0.605 0.911
C 2.970 -1.450 -0.690
O 0.500 -0.679 -0.069
O 2.666 0.720 0.155
C 3.442 0.009 -0.761
H 2.231 -1.650 -1.477
H 3.807 -2.158 -0.727
H 3.388 0.335 -1.817
H 4.504 0.068 -0.458
O -1.394 -0.733 1.271
C -0.743 -0.063 0.233
C -1.955 -1.910 0.723
O -0.651 1.229 0.417
O -1.567 -0.327 -0.924
C -2.390 -1.463 -0.680
H -2.792 -2.228 1.353
H -1.202 -2.711 0.678
H -3.443 -1.153 -0.710
H -2.208 -2.230 -1.443
Li 1.163 1.729 0.590
Tl -2.304 2.035 -1.027
*
```

Computed properties:
HOMO	-6.91	eV
LUMO	-0.7671	eV

Most stable: model i. Least stable: model ii.